Record 1
# C29H27BiClN3O3S2

A structure of composition C29H27BiClN3O3S2 (wB97M-V/def2-TZVPD, OMol25).

Output
ΔE to the lowest compared entry with this formula, charge and spin	0.174	eV
M	774.1	g mol⁻¹

ORCA input file:
```
! wB97M-V def2-TZVPD RIJCOSX def2/J DEFGRID3
* xyz 0 1
Bi 1.4834 1.5252 0.0470
O 1.4410 -0.9168 -1.1242
C 1.7464 -1.9832 -0.2286
C 2.6388 -1.3672 0.9139
O 3.4931 -2.0483 1.4300
O 2.3497 -0.1692 1.2679
C 2.4823 -3.1232 -0.9149
C 2.7366 -4.2921 -0.2053
C 3.3647 -5.3585 -0.8200
C 3.7323 -5.2790 -2.1517
C 3.4862 -4.1175 -2.8610
C 2.8680 -3.0417 -2.2449
C 0.4799 -2.5890 0.3592
C -0.5370 -2.9871 -0.5067
C -1.6910 -3.5695 -0.0161
C -1.8361 -3.7854 1.3435
C -0.8213 -3.4138 2.2065
C 0.3295 -2.8110 1.7209
H 0.7387 -1.1940 -1.7297
H 2.4498 -4.3611 0.8310
H 3.5529 -6.2606 -0.2587
H 4.2133 -6.1167 -2.6359
H 3.7648 -4.0454 -3.9026
H 2.6950 -2.1331 -2.8050
H -0.4350 -2.8504 -1.5760
H -2.4700 -3.8747 -0.6980
H -2.7367 -4.2428 1.7265
H -0.9203 -3.5964 3.2671
H 1.1077 -2.5075 2.4040
C -1.3265 0.0081 0.7542
N -0.3129 0.9392 1.1941
C -0.3040 1.4037 2.4111
C 0.7386 2.2012 2.8632
C 0.9811 2.8662 4.0785
C 2.1969 3.5080 3.9427
C 2.6661 3.2140 2.6577
N 1.7984 2.4422 2.0170
C -2.7337 0.5515 0.7113
C -3.7517 -0.0674 1.4247
C -5.0600 0.3635 1.2933
C -5.3622 1.4133 0.4425
C -4.3484 2.0464 -0.2564
C -3.0417 1.6180 -0.1197
H -1.2960 -0.8748 1.4009
H -1.0539 -0.2949 -0.2583
H -1.1223 1.1514 3.0782
H 0.3218 2.8589 4.9245
H 2.6929 4.1189 4.6690
H 3.5741 3.5312 2.1833
H -3.5263 -0.9043 2.0689
H -5.8484 -0.1328 1.8415
H -6.3874 1.7324 0.3181
H -4.5817 2.8615 -0.9272
H -2.2425 2.0900 -0.6672
S -0.4036 1.2926 -2.5406
C -0.1989 2.8704 -2.9608
N -1.1039 3.8376 -2.7996
C -0.6254 5.1971 -2.9287
C 0.5506 5.1570 -3.8952
S 1.2401 3.4703 -3.7445
H -1.8466 3.6752 -2.1299
H -0.3043 5.5495 -1.9404
H -1.4253 5.8385 -3.3065
H 1.3240 5.8778 -3.6429
H 0.2497 5.2964 -4.9324
Cl 0.1669 3.8025 -0.0627
*
```

And the Mulliken charges, in e, turn out to be: Bi 0.923; O -0.617; C 2.824; C -0.732; O -0.640; O -0.527; C -0.496; C -0.219; C -0.937; C -0.427; C -0.790; C -0.270; C -0.320; C -0.210; C -1.034; C -0.546; C -0.885; C 0.090; H 0.507; H 0.422; H 0.396; H 0.397; H 0.412; H 0.407; H 0.550; H 0.447; H 0.458; H 0.418; H 0.567; C -0.325; N 0.822; C 0.475; C -0.077; C -1.067; C -0.641; C -0.703; N 0.027; C 0.418; C -0.248; C -0.740; C -0.503; C -0.432; C 0.370; H 0.052; H -0.163; H 0.444; H 0.511; H 0.446; H 0.460; H 0.419; H 0.394; H 0.386; H 0.384; H -0.478; S -0.338; C 0.195; N -0.148; C -0.615; C -0.526; S -0.087; H 0.295; H 0.268; H 0.379; H 0.386; H 0.346; Cl -0.552

Record 2
# C11H14Br2F8GaOPt

A structure of composition C11H14Br2F8GaOPt at a distorted geometry (wB97M-V/def2-TZVPD, OMol25).

Output
ΔE to the lowest compared entry with this formula, charge and spin	0.000	eV
M	738.8	g mol⁻¹

ORCA input file:
```
! wB97M-V def2-TZVPD RIJCOSX def2/J DEFGRID3
* xyz 1 1
C 2.5974 -0.5223 2.7797
C 3.5550 -1.5410 2.3083
Br 4.7316 -2.2117 3.5729
C 3.5214 -1.9565 0.9741
Br 4.8104 -3.0703 0.3173
Ga 1.9979 -1.4240 -0.1916
C 1.9882 -2.5880 -1.8918
C 2.3500 0.4446 -1.0337
C 1.4718 1.4805 -0.3693
O 0.4636 1.8913 -1.2506
C -0.8442 1.9954 -0.7533
C -1.4828 0.6146 -0.5518
F -0.8497 -0.2994 -1.3319
F -1.3329 0.2054 0.7433
C -2.9802 0.5132 -0.9444
F -3.3376 -0.7744 -0.9071
F -3.0963 0.9719 -2.2054
C -3.9571 1.3296 -0.0619
F -3.8055 0.9516 1.2273
F -3.5752 2.6314 -0.1695
C -5.4595 1.2551 -0.4018
F -5.6777 1.9133 -1.5618
F -5.8300 -0.0365 -0.5455
H 2.6938 0.4587 2.3152
H 1.5782 -0.8870 2.3476
H 2.6182 -0.4214 3.8604
H 0.6838 -1.6267 0.6795
H 2.3444 -3.5528 -1.5378
H 2.6459 -2.1385 -2.6292
H 0.9581 -2.5995 -2.2333
H 3.4165 0.6314 -0.9337
H 2.0880 0.3603 -2.0847
H 1.0556 1.1617 0.5963
H 2.1285 2.3383 -0.1556
H -0.8585 2.5099 0.2108
H -1.4036 2.5781 -1.4774
H -6.0208 1.7154 0.4147
Pt 0.8133 -2.3019 2.8758
*
```

And the Mulliken charges, in e, turn out to be: C -0.766; C -0.009; Br 0.005; C 0.375; Br 0.041; Ga 0.640; C -1.065; C -0.733; C -0.590; O -0.456; C -0.942; C 1.108; F -0.325; F -0.324; C 0.267; F -0.293; F -0.275; C 0.716; F -0.272; F -0.294; C 0.067; F -0.246; F -0.237; H 0.233; H -0.294; H 0.538; H -0.481; H 0.354; H 0.356; H 0.342; H 0.573; H 0.527; H 0.280; H 0.341; H 0.375; H 0.466; H 0.330; Pt 0.667

Record 3
# C41H73ClN2O22P2S

A structure of composition C41H73ClN2O22P2S (wB97M-V/def2-TZVPD, OMol25).

Output
M	1075.5	g mol⁻¹
electronic energy	-133665.4833	eV

ORCA input file:
```
! wB97M-V def2-TZVPD RIJCOSX def2/J DEFGRID3
* xyz 0 1
C 0.0966 2.9487 2.1740
C 1.1074 2.9477 1.0410
O 0.5770 2.1939 -0.0595
P 1.2915 2.2166 -1.4898
O 0.4894 1.4520 -2.4575
C 1.5706 3.9084 -2.0038
C 0.3673 4.5379 -2.7284
C -1.0272 4.2176 -2.1397
C -1.8992 5.4329 -1.9028
C -1.9184 6.4211 -2.9391
C -2.6601 7.5535 -2.9240
P -2.4234 8.5826 -4.4187
O -2.7997 7.3845 -5.4789
Cl -4.0873 9.7917 -4.5107
C -3.4568 7.7766 -1.7683
N -4.2342 8.8275 -1.4876
S -4.8805 8.5416 -0.0514
N -4.2410 7.1214 0.2993
C -3.4546 6.7874 -0.7314
C -2.6825 5.5930 -0.8054
C -2.8228 4.6035 0.3151
C -4.1979 3.9126 0.2721
C -4.4960 3.2366 -1.0869
C -5.4377 4.0871 -1.9551
C -5.0608 1.8233 -0.8815
C -6.4751 1.7993 -0.2596
C -7.4576 1.0506 -1.1127
C -8.2612 0.0645 -0.7139
C -8.4135 -0.3479 0.7333
C -9.0916 -0.7110 -1.6997
O 2.7421 1.6313 -1.1903
C 3.1124 0.3568 -1.7704
C 4.6203 0.2098 -1.6954
H 0.5747 3.1767 3.1241
H -0.4324 1.9984 2.2060
H -0.6480 3.7260 1.9910
H 2.0528 2.5091 1.3650
H 1.3118 3.9768 0.7417
H 1.9297 4.5477 -1.1970
H 2.4021 3.8448 -2.7100
H 0.3931 4.2533 -3.7773
H 0.5204 5.6179 -2.7003
H -1.5558 3.6033 -2.8726
H -0.9547 3.6333 -1.2278
H -1.3130 6.2276 -3.8176
H -3.4756 6.8143 -5.0859
H -2.7528 5.1513 1.2573
H -2.0555 3.8336 0.2735
H -4.2643 3.1739 1.0728
H -4.9588 4.6664 0.4773
H -3.5526 3.1372 -1.6310
H -6.0188 3.4476 -2.6255
H -6.1599 4.6397 -1.3538
H -4.8917 4.7860 -2.5910
H -4.3723 1.2758 -0.2361
H -5.0890 1.3320 -1.8564
H -6.4299 1.3260 0.7219
H -6.8388 2.8155 -0.0820
H -7.5243 1.3485 -2.1570
H -7.4539 -0.6128 1.1813
H -8.8681 0.4508 1.3182
H -9.0419 -1.2347 0.8090
H -10.1284 -0.7948 -1.3653
H -9.0745 -0.2615 -2.6906
H -8.7033 -1.7309 -1.7634
H 2.7659 0.3029 -2.7989
H 2.6319 -0.4234 -1.1799
H 5.0181 0.6842 -0.8016
H 4.8898 -0.8463 -1.7212
H 5.0969 0.6663 -2.5642
C -0.7462 -1.8174 -1.6261
O -0.0466 -2.1038 -0.4063
C -0.3198 -3.2856 0.1307
O -1.0839 -4.1080 -0.3042
O 0.4133 -3.4213 1.2391
C 0.2229 -4.6683 1.9098
H -0.4138 -0.8334 -1.9416
H -0.4939 -2.5524 -2.3882
H -1.8219 -1.8073 -1.4625
H 0.5011 -5.4959 1.2618
H -0.8108 -4.7806 2.2321
H 0.8755 -4.6524 2.7775
C 0.7576 1.8052 -6.5367
O -0.0805 2.5584 -7.4204
C -0.3578 3.7882 -6.9947
O 0.0366 4.2744 -5.9625
O -1.1490 4.3823 -7.8808
C -1.5059 5.7217 -7.5031
H 0.8927 0.8382 -7.0112
H 1.7210 2.2959 -6.4125
H 0.2812 1.6800 -5.5659
H -0.6208 6.3519 -7.4402
H -2.0150 5.7176 -6.5546
H -2.1666 6.0986 -8.2778
C 9.3421 -4.3663 -2.6714
O 8.6285 -4.8301 -1.5212
C 7.3702 -4.4039 -1.4491
O 6.8191 -3.6904 -2.2459
O 6.8209 -4.9024 -0.3424
C 5.4580 -4.5169 -0.1389
H 10.3380 -4.7906 -2.5916
H 8.8620 -4.7116 -3.5847
H 9.3993 -3.2798 -2.6739
H 4.8341 -4.8646 -0.9597
H 5.3751 -3.4359 -0.0455
H 5.1507 -4.9921 0.7876
C 2.3553 -9.9858 4.7014
O 2.0728 -9.0121 3.6902
C 0.9512 -9.2404 3.0090
O 0.1974 -10.1609 3.1762
O 0.8089 -8.2683 2.1074
C -0.3617 -8.3831 1.2930
H 3.2895 -9.6862 5.1675
H 1.5639 -10.0089 5.4477
H 2.4780 -10.9724 4.2599
H -1.2619 -8.3421 1.9031
H -0.3522 -9.3060 0.7171
H -0.3443 -7.5326 0.6179
C 2.3061 2.2085 7.1369
O 1.1121 2.5123 7.8634
C 0.2104 3.2054 7.1720
O 0.3287 3.5759 6.0328
O -0.8442 3.4189 7.9542
C -1.8994 4.1588 7.3321
H 2.9347 1.6492 7.8226
H 2.0785 1.6022 6.2623
H 2.8110 3.1225 6.8305
H -2.2810 3.6249 6.4641
H -1.5509 5.1453 7.0336
H -2.6776 4.2511 8.0831
C 8.7471 -9.7228 6.4573
O 8.4668 -8.7511 5.4456
C 7.3442 -8.9756 4.7657
O 6.5886 -9.8965 4.9403
O 7.2016 -8.0095 3.8625
C 6.0274 -8.1323 3.0562
H 9.6790 -9.4094 6.9173
H 7.9529 -9.7419 7.2008
H 8.8628 -10.7112 6.0175
H 5.1299 -8.0892 3.6703
H 6.0451 -9.0617 2.4905
H 6.0373 -7.2926 2.3679
*
```

Atom charges from the Mulliken analysis, given in e for atoms 1 to 99: C -1.168; C -0.114; O -0.206; P 1.000; O -0.781; C -1.333; C -0.625; C 0.496; C 0.951; C -1.273; C -0.329; P 0.076; O -0.387; Cl -0.243; C 1.056; N -0.631; S 0.083; N -0.574; C 0.448; C 0.049; C -0.842; C -1.463; C 1.673; C -1.566; C -1.676; C -0.145; C -0.697; C 0.972; C -1.354; C -1.499; O -0.389; C 0.108; C -1.331; H 0.445; H 0.287; H 0.127; H 0.431; H 0.160; H 0.545; H 0.375; H 0.099; H 0.794; H 0.309; H -0.499; H 0.621; H 0.376; H 0.807; H -0.148; H 0.692; H 0.437; H -0.405; H 0.396; H 0.387; H 0.146; H 0.418; H 0.608; H 0.323; H 0.300; H 0.192; H 0.335; H 0.302; H 0.397; H 0.379; H 0.342; H 0.319; H 0.276; H 0.162; H 0.337; H 0.339; H 0.327; C -0.429; O -0.082; C 0.632; O -0.567; O -0.334; C -0.572; H -0.050; H 0.328; H 0.334; H 0.159; H 0.324; H 0.288; C -0.512; O -0.366; C 0.810; O -0.613; O -0.368; C -0.417; H 0.266; H 0.281; H 0.198; H 0.281; H 0.106; H 0.274; C -0.633; O -0.317; C 0.768; O -0.546; O -0.232